(1)
Molecular formula: C5H8OS2
Method: DFT, the ωB97M-V functional and the def2-TZVPD basis

Its energy relative to the best compared isomer or geometry (same formula, charge and spin) is 1.984 eV. The structure (SMILES) is O/C=C\CCC(=S)S. Its gap between HOMO and LUMO is 8.45 eV. The value obtained for the highest occupied orbital energy is -8.89 eV. Its total energy is -29030.697 eV.

ORCA input file:
```
! RIJCOSX wB97M-V def2-TZVPD def2/J DEFGRID3
* xyz 0 1
C 0.0037 0.2927 -1.2817
C 1.0733 1.0648 -1.2458
C -0.0955 -1.1488 -0.6921
C -0.8722 -1.1778 0.6054
C -0.5404 0.1599 1.2797
O 2.2968 0.7605 -0.7186
S -1.8269 1.3386 1.2649
S 0.9480 0.3289 2.0696
H -1.0039 0.5758 -1.3146
H 1.1669 2.0530 -1.7283
H -0.5939 -1.8041 -1.3866
H 0.9545 -1.6074 -0.4941
H -1.8914 -1.1512 0.4512
H -0.6827 -2.0446 1.3213
H -1.0585 2.2555 1.9034
H 2.1219 0.1043 -0.0339
*
```

(2)
Molecular formula: C5H7NO
Method: DFT, the ωB97M-V functional and the def2-TZVPD basis

Its energy relative to the best compared isomer or geometry (same formula, charge and spin) is 3.749 eV. Its gap between HOMO and LUMO (alpha / beta) is 6.55 / 5.58 eV. The value obtained for the highest occupied orbital energy (alpha / beta) is -7.09 / -6.72 eV. Its total energy is -8832.454 eV.

ORCA input file:
```
! RIJCOSX wB97M-V def2-TZVPD def2/J DEFGRID3
* xyz 0 1
C -1.3549 -1.4383 0.1031
C -0.5753 -0.1574 -0.0338
C 0.8260 -0.1916 -0.4929
C 1.7371 0.8035 0.0884
O 1.3511 1.6663 0.9445
C -1.1715 1.0991 -0.0083
N -1.5089 2.2264 0.0637
H -2.3980 -1.2203 0.3486
H -0.9717 -2.0970 0.8965
H -1.3662 -2.0290 -0.8268
H 0.3812 1.5382 1.1254
H 1.3056 -1.1754 -0.3665
H 0.9875 0.0234 -1.5788
H 2.7579 0.9520 -0.2631
*
```

(3)
Molecular formula: C2H4FNO2S
Method: DFT, the ωB97M-V functional and the def2-TZVPD basis

Its energy relative to the best compared isomer or geometry (same formula, charge and spin) is 0.000 eV. Its gap between HOMO and LUMO (alpha / beta) is 6.62 / 8.43 eV. The value obtained for the highest occupied orbital energy (alpha / beta) is -6.15 / -12.22 eV. Its total energy is -21270.764 eV.

ORCA input file:
```
! RIJCOSX wB97M-V def2-TZVPD def2/J DEFGRID3
* xyz 0 3
C 0.2603 0.1588 1.3782
C 1.3059 1.0155 1.8089
N -0.6220 -0.4748 1.0586
O -2.1340 -0.9243 -1.3590
O -0.4066 0.2902 -2.7753
F -0.2953 -2.1866 -2.6179
S -1.3512 -0.7471 -2.7659
H -1.4772 -0.8646 -0.6625
H 2.1850 0.3725 2.1961
H 1.0713 1.6193 2.7356
H 1.4638 1.7410 1.0031
*
```

(4)
Molecular formula: C3H10O2
Method: DFT, the ωB97M-V functional and the def2-TZVPD basis

Its energy relative to the best compared isomer or geometry (same formula, charge and spin) is 0.301 eV. The structure (SMILES) is CC(C)O.O. Its gap between HOMO and LUMO is 10.99 eV. The value obtained for the highest occupied orbital energy is -10.20 eV. Its total energy is -7367.775 eV.

ORCA input file:
```
! RIJCOSX wB97M-V def2-TZVPD def2/J DEFGRID3
* xyz 0 1
C 0.8432 -0.2685 -2.0574
C 0.8199 -0.2897 -0.5371
C 2.1398 0.0205 0.1260
O 0.3182 -1.5708 -0.1164
H 0.0196 0.2853 -2.5052
H 0.8047 -1.3078 -2.4073
H 1.8035 0.0783 -2.4299
H 0.0575 0.4322 -0.2328
H 2.4726 1.0477 0.0550
H 2.9279 -0.6181 -0.3013
H 2.0820 -0.2796 1.1812
H 0.7372 -1.7910 0.7191
H -4.9029 0.6852 3.1082
H -5.0681 1.9441 2.2408
O -5.0550 1.6321 3.1570
*
```

(5)
Molecular formula: C3H8N2OSe
Method: DFT, the ωB97M-V functional and the def2-TZVPD basis

Its energy relative to the best compared isomer or geometry (same formula, charge and spin) is 0.127 eV. The structure (SMILES) is C=[N+]([O-])CNC[SeH]. Its gap between HOMO and LUMO is 8.77 eV. The value obtained for the highest occupied orbital energy is -8.30 eV. Its total energy is -73610.699 eV.

ORCA input file:
```
! RIJCOSX wB97M-V def2-TZVPD def2/J DEFGRID3
* xyz 0 1
C 0.3156 0.7266 -0.6221
C 1.1819 -0.4962 1.3200
C -1.7089 -0.5099 -0.6809
N 1.2436 -0.2295 -0.0118
N -1.0241 0.5744 -0.1878
O 2.0542 -0.7531 -0.7865
Se -1.3300 -2.3635 0.1193
H 0.6682 1.7214 -0.4453
H 0.5046 0.6592 -1.6737
H 2.0026 -0.8060 1.7684
H 0.4001 -0.0526 1.8794
H -2.7945 -0.4157 -0.5762
H -1.3162 -0.7126 -1.6736
H -0.5500 -2.8035 -1.0158
H -0.9288 0.6521 0.8546
*
```

(6)
Molecular formula: C23H39N2O10P2
Method: DFT, the ωB97M-V functional and the def2-TZVPD basis

Its gap between HOMO and LUMO is 6.28 eV. The value obtained for the highest occupied orbital energy is -11.53 eV. Its total energy is -66512.671 eV.

ORCA input file:
```
! RIJCOSX wB97M-V def2-TZVPD def2/J DEFGRID3
* xyz 1 1
O -3.5083 5.7730 5.1586
C -3.6095 6.4321 4.1731
O -4.6163 7.4888 4.1847
C -5.6068 7.2838 3.3190
C -6.0070 8.3642 2.4946
C -7.0082 8.1320 1.5908
C -7.5656 6.8496 1.5421
N -7.1193 5.9492 2.3873
N -6.1640 6.0955 3.2825
C -2.7483 6.2702 2.9814
C -2.9918 6.8254 1.7298
C -2.1466 6.5881 0.6642
C -1.0113 5.8088 0.8324
C -0.7574 5.2696 2.0862
C -1.6030 5.4948 3.1505
H -5.5115 9.3211 2.5740
H -7.3433 8.9092 0.9204
H -8.3401 6.6171 0.8270
H -7.5490 5.0294 2.3637
H -3.8476 7.4607 1.5515
H -2.3837 7.0164 -0.2998
H -0.3564 5.6384 -0.0095
H 0.1426 4.6832 2.2138
H -1.3679 5.0599 4.1104
O 1.8876 1.6058 0.6013
P 2.0370 1.1907 -0.8069
O 1.6332 2.4260 -1.7542
C 2.4011 3.6311 -1.7008
C 3.6824 3.5252 -2.5055
O 0.7377 0.2311 -1.0487
C 0.0865 -0.4288 0.0353
C -1.2431 0.2316 0.3287
O 2.9560 0.4133 -1.8437
C 3.0508 -1.0337 -1.8335
C 2.3697 -1.5774 -3.0628
H 2.6139 3.8890 -0.6589
H 1.7714 4.4196 -2.1143
H 4.3656 2.8012 -2.0578
H 4.1882 4.4901 -2.5505
H 3.4696 3.1859 -3.5187
H 0.7168 -0.4496 0.9242
H -0.0747 -1.4653 -0.2752
H -1.1033 1.2868 0.5670
H -1.7445 -0.2564 1.1661
H -1.8920 0.1790 -0.5467
H 2.6271 -1.4536 -0.9214
H 4.1104 -1.2876 -1.8505
H 1.3131 -1.3143 -3.0746
H 2.4595 -2.6641 -3.1017
H 2.8125 -1.1520 -3.9643
O 2.0583 -5.3246 -2.1803
P 2.3302 -6.4682 -1.2894
O 2.0158 -7.8339 -2.0670
C 2.7770 -8.1843 -3.2307
C 4.1243 -8.7766 -2.8644
O 1.0365 -6.4678 -0.2878
C 0.2743 -5.2835 -0.0622
C -1.0607 -5.3759 -0.7684
O 3.3321 -7.0532 -0.1982
C 3.4065 -6.5035 1.1359
C 2.8362 -7.5088 2.1067
H 2.8982 -7.3094 -3.8748
H 2.1845 -8.9153 -3.7784
H 4.7645 -8.0296 -2.3905
H 4.6334 -9.1481 -3.7539
H 4.0021 -9.5952 -2.1556
H 0.8212 -4.3935 -0.3764
H 0.1190 -5.2066 1.0181
H -0.9201 -5.5278 -1.8385
H -1.6475 -4.4682 -0.6150
H -1.6291 -6.2271 -0.3919
H 2.8934 -5.5440 1.2025
H 4.4602 -6.3295 1.3551
H 1.7894 -7.7117 1.8870
H 2.9176 -7.1411 3.1299
H 3.3701 -8.4560 2.0272
*
```